*one*
A 2-piece molecular cluster, C5H7Cl2NO overall, computed with the ωB97M-V functional and the def2-TZVPD basis.

Values from the calculation:
Highest occupied orbital energy (alpha / beta) in eV: -8.885 / -8.883
LUMO level (alpha / beta) in eV: -0.020 / -0.020
Charge: 0
SMILES: C/C(CCl)=[NH+]\[O-].C#CCl

Element x y z (Å)
1 H 0.0369 0.9114 2.2706
2 H 2.3046 -0.5113 -0.8346
3 H 0.4154 -1.6660 -1.0121
4 Cl -1.6610 1.0093 -3.7664
5 H 2.5036 0.2905 0.8335
6 C 0.0037 -0.1144 1.8211
7 H -2.0286 0.9936 0.0885
8 N -0.0463 -1.3557 -0.1422
9 C 0.4633 -0.2644 0.3641
10 C -1.9126 0.9970 -2.0947
11 H -1.0515 -0.5256 1.7791
12 O -1.1847 -1.7926 0.1962
13 Cl 1.5275 1.8421 -0.9353
14 C 1.8010 0.1154 -0.0019
15 C -1.8819 0.8981 -0.8838
16 H 0.7106 -0.8274 2.3179

***

*two*
The molecule C5H7Cl2NO, computed with the ωB97M-V functional and the def2-TZVPD basis.

Values from the calculation:
Highest occupied orbital energy in eV: -8.993
LUMO level in eV: 0.064
Charge: 0
SMILES: O=N[C@]1(Cl)CCC[C@@H]1Cl

Element x y z (Å)
1 H -0.2864 -2.3301 -0.9698
2 H -1.2072 -1.4286 1.3116
3 Cl 2.0743 1.5980 -0.2612
4 H -1.5995 -1.0733 -0.9447
5 Cl -1.0591 1.1397 1.8852
6 N -0.6562 2.1397 -0.2792
7 C 0.2752 0.2559 1.1659
8 H 1.0720 0.4320 1.9752
9 O -0.1229 3.1898 -0.2197
10 H 0.3958 -2.0353 1.0818
11 C 0.2906 -0.1404 -1.2955
12 C -0.4753 -1.2676 -0.5954
13 C -0.2671 -1.1889 0.9312
14 C 0.5203 0.8943 -0.2388
15 H -0.1911 0.4181 -2.0071
16 H 1.2364 -0.6034 -1.5396

***

Energies in eV, measured from the most stable structure: *one* 1.997; *two* 0.000.

***

*one*
The molecule CH2N2O3, computed with the ωB97M-V functional and the def2-TZVPD basis.

Values from the calculation:
Highest occupied orbital energy (alpha / beta) in eV: -10.196 / -9.711
LUMO level (alpha / beta) in eV: -1.341 / -1.274
Charge: 0

Element x y z (Å)
1 O -1.3828 -0.9614 -0.2107
2 N 0.5022 -0.5072 0.1448
3 O 0.5205 1.7254 -0.0747
4 H -1.7658 0.5988 0.9714
5 C -0.0645 0.6853 0.0045
6 H 1.9371 -0.9203 -0.9198
7 N -1.4841 0.3010 0.0714
8 O 1.7374 -0.9216 0.0131

***

*two*
The molecule CH2N2O3, computed with the ωB97M-V functional and the def2-TZVPD basis.

Values from the calculation:
Highest occupied orbital energy (alpha / beta) in eV: -10.467 / -10.466
LUMO level (alpha / beta) in eV: -1.699 / -1.700
Charge: 0
SMILES: C=[N+]([O-])[N+](=O)[O-]

Element x y z (Å)
1 O -2.2630 -0.0906 -0.0402
2 O -0.6889 1.9160 -0.1454
3 C 1.2149 -0.0512 0.1076
4 N 0.1179 -0.6316 -0.0132
5 H 2.0212 -0.7211 -0.0693
6 H 1.1255 0.9477 0.2740
7 O -0.3331 -1.7315 0.0178
8 N -1.1944 0.3623 -0.1313

***

*three*
The molecule CH2N2O3, computed with the ωB97M-V functional and the def2-TZVPD basis.

Values from the calculation:
Highest occupied orbital energy in eV: -11.183
LUMO level in eV: 0.152
Charge: 0
SMILES: [H]/N=[N+](\[O-])OC=O

Element x y z (Å)
1 O -0.0539 -0.7123 -0.6857
2 N 0.7511 1.3393 -0.3757
3 C -1.2424 -0.6260 -0.0660
4 H -1.7593 -1.5823 -0.3128
5 O -1.7132 0.0873 0.7479
6 N 0.9140 0.1617 -0.0701
7 H 1.3726 1.8331 0.2352
8 O 1.7311 -0.5008 0.5272

***

*four*
The molecule CH2N2O3, computed with the ωB97M-V functional and the def2-TZVPD basis.

Values from the calculation:
Highest occupied orbital energy in eV: -10.377
LUMO level in eV: 0.367
Charge: 0
SMILES: O=[N+]([O-])N1CO1

Element x y z (Å)
1 H 0.2345 0.1882 0.7249
2 N -2.6180 0.2011 -0.0234
3 N -1.3322 -0.4355 -0.6753
4 C -0.0195 -0.3132 -0.1731
5 H 0.7383 -0.3802 -0.8195
6 O -3.3755 -0.6191 0.3289
7 O -2.6841 1.3884 -0.0565
8 O -0.7733 -1.5103 0.0126

***

Energies in eV, measured from the most stable structure: *one* 2.330; *two* 4.600; *three* 0.000; *four* 2.448.

***

*one*
A 4-piece molecular cluster, C2H11NO3 overall, computed with the ωB97M-V functional and the def2-TZVPD basis.

Values from the calculation:
Highest occupied orbital energy in eV: -9.399
LUMO level in eV: 0.635
Charge: 0
SMILES: C=CN.O.O.O

Element x y z (Å)
1 H 1.8740 -4.4795 -0.6815
2 H -1.8885 -2.2513 1.2075
3 O -0.5012 6.3310 0.7667
4 O -1.4185 1.7355 0.2928
5 H -1.6989 -1.0669 0.2611
6 H 0.5584 -3.8308 0.4937
7 H -1.2652 5.9024 0.3836
8 H 1.9584 -2.7192 -1.9747
9 H 2.0276 -0.5476 -0.6267
10 O -1.3583 -1.3914 1.1699
11 H -1.0130 7.0629 1.1508
12 N 1.1819 -1.1293 -0.6784
13 H -1.0298 1.1512 1.0544
14 H 0.5160 -0.7136 -1.2000
15 C 1.5610 -2.4668 -0.9976
16 H -0.6799 2.0540 -0.2592
17 C 1.1760 -3.6404 -0.3624

***

*two*
A 4-piece molecular cluster, C2H11NO3 overall, computed with the ωB97M-V functional and the def2-TZVPD basis.

Values from the calculation:
Highest occupied orbital energy in eV: -10.352
LUMO level in eV: 0.826
Charge: 0
SMILES: C=NC.O.O.O

Element x y z (Å)
1 N -0.0628 -1.1817 0.0859
2 H 0.3806 -2.9548 -0.9637
3 H 0.1797 2.3312 0.9000
4 C -0.7579 -0.9525 1.1146
5 H -0.0175 2.1548 -1.4439
6 O -1.2377 0.6689 -1.7330
7 H -0.7301 -0.0047 -1.2262
8 O 0.7706 2.6304 -1.1294
9 H 0.5387 2.6372 2.3840
10 H -1.1034 0.4197 -2.6616
11 H -0.8819 -1.7185 1.8859
12 H 1.4586 1.9417 -1.1283
13 H -1.2613 -0.0003 1.2392
14 H 1.6660 -2.3368 0.0630
15 C 0.5840 -2.4769 -0.0079
16 H 0.3091 -3.1417 0.8191
17 O 0.1653 1.9840 1.8021

***

Energies in eV, measured from the most stable structure: *one* 1.820; *two* 0.000.

***

*one*
The molecule C23H29N5O3, computed with the ωB97M-V functional and the def2-TZVPD basis.

Values from the calculation:
Highest occupied orbital energy in eV: -8.091
LUMO level in eV: 0.657
Charge: 0
SMILES: CC(C)CN1CCN(C(=O)CCc2nnc(Cc3c[nH]c4ccccc34)o2)[C@@H](C)C1=O

Element x y z (Å)
1 H 1.7419 1.1405 -1.8369
2 C 1.3874 -0.6719 -4.1066
3 H -3.8792 1.3399 0.7027
4 H -2.2372 0.2306 -4.7728
5 C 1.8287 0.9239 2.6894
6 O -3.7034 1.6193 -1.8938
7 C -0.5523 0.7870 -3.5333
8 N 3.1133 -0.8762 3.0200
9 C -1.9266 0.5934 0.6359
10 C 2.8033 -0.4040 4.2626
11 C 2.4587 -0.5282 -3.0108
12 H 2.9490 -0.5132 7.6095
13 H 3.4923 0.9944 -1.8895
14 H 1.3266 -1.1592 -1.2887
15 H 2.6266 -0.2786 1.0305
16 H 1.5278 1.4600 7.3527
17 C -3.0436 -2.4826 -3.3436
18 C 2.5247 -0.0799 2.0794
19 H -3.6620 -0.1952 1.5587
20 H 2.6332 1.6184 -3.2950
21 O -1.3121 1.3090 1.6046
22 H -3.9569 -2.5537 -2.7587
23 H -3.4535 -1.3875 -0.6093
24 H -3.3014 -2.1661 -4.3519
25 H 0.5648 2.6499 2.7283
26 H -0.3992 1.1983 -2.5306
27 O -0.2658 -2.7657 -3.5830
28 H -2.5683 -3.4580 -3.3969
29 H 3.7901 -1.7411 5.6338
30 H 1.5655 0.0656 -4.8956
31 C 3.1626 -0.8692 5.5212
32 H 3.6767 -1.6863 2.8262
33 H 1.4664 -1.6749 -4.5351
34 H -1.8694 -1.7614 -1.6736
35 H 3.0522 -1.5287 -1.1937
36 H -2.5272 1.6673 -3.7455
37 N 0.1230 0.7067 0.0707
38 H 1.9966 -2.4937 -2.2322
39 C -2.0689 -1.4824 -2.7143
40 H -0.0698 1.4416 -4.2636
41 C 1.8781 0.9494 6.4677
42 H 1.6733 2.5727 1.3330
43 C -3.3704 0.4491 -1.8065
44 C 2.1911 -1.4921 -1.8583
45 N -1.0920 0.2221 -0.2762
46 H -4.9265 -0.4045 -0.6311
47 C 2.5834 0.8989 -2.4803
48 C 1.5199 1.4176 5.2244
49 N 0.0236 -0.5329 -3.6412
50 H 3.4064 -0.8024 -3.4905
51 H 0.8917 2.2906 5.1246
52 N -2.6119 -0.1418 -2.7553
53 C -2.0494 0.6883 -3.7959
54 C 2.6899 -0.1791 6.6159
55 C 1.0297 1.9906 1.9965
56 C -3.3897 0.3626 0.6593
57 C -0.0272 1.3426 1.1845
58 C -0.6881 -1.6417 -3.3724
59 C -3.8357 -0.3721 -0.6081
60 C 1.9830 0.7396 4.0962

***

*two*
The molecule C23H29N5O3, computed with the ωB97M-V functional and the def2-TZVPD basis.

Values from the calculation:
Highest occupied orbital energy in eV: -7.604
LUMO level in eV: 0.639
Charge: 0
SMILES: COc1cc(-c2[nH]ncc2CN2CCN(c3cccc(C)n3)CC2)cc(OC)c1OC

Element x y z (Å)
1 H -0.9386 1.8034 -3.3210
2 O 1.1742 3.5165 0.7588
3 H -4.2138 0.1800 -3.6632
4 H 3.4311 1.8930 3.2945
5 N -0.2574 -0.1495 -3.1160
6 C -3.8147 0.3518 -2.6832
7 H 2.9915 0.8696 1.8980
8 H 2.2664 -0.8224 -3.5842
9 H 1.8216 -2.8297 3.1711
10 H -0.9875 -1.3326 -1.5042
11 H 0.1980 -3.3508 -2.1335
12 H 1.4927 -0.3851 3.9932
13 C 2.8020 1.8201 2.4084
14 H 3.7157 -1.5898 2.1237
15 O -0.4099 -0.3480 3.1560
16 N 0.7073 -2.7013 0.0199
17 H 0.3599 0.7819 4.7205
18 C 1.8122 -2.5829 2.1212
19 C 2.8154 -1.5969 0.1862
20 C 1.7090 -2.0368 -0.5579
21 C 0.8978 0.3730 -2.4145
22 C -1.4997 1.0908 0.0443
23 N 1.6504 -1.8879 -1.9261
24 O 1.4700 1.8806 2.8821
25 C 2.0477 -0.6350 -2.5293
26 C 0.4878 1.6085 1.9479
27 H -0.7989 2.8340 -0.9642
28 H 0.1254 -0.9692 4.9730
29 C 0.7439 -2.9598 1.3175
30 C -1.3565 0.7927 -3.3119
31 C 1.0350 4.4213 -0.3080
32 H -1.9987 -0.5793 1.3005
33 H 0.7024 0.5443 -1.3422
34 C -0.6743 -1.4242 -2.5564
35 C 0.4870 -2.4160 -2.6112
36 C -2.5210 0.7956 -0.9538
37 C 0.3198 2.4537 0.8305
38 C -1.3681 0.2840 1.1591
39 H 0.7739 -2.5993 -3.6503
40 C 2.8599 -1.8904 1.5329
41 H 3.0281 2.6460 1.7312
42 N -3.7957 0.5107 -0.5862
43 N -4.5869 0.2567 -1.6206
44 C -0.4443 -3.6666 1.8921
45 H 1.7925 5.1862 -0.1427
46 H -0.1344 -4.5528 2.4426
47 H -1.7707 0.5976 -4.3096
48 H 1.2153 3.9369 -1.2735
49 H -4.1622 0.5034 0.3526
50 H -1.5158 -1.7979 -3.1434
51 C -2.4947 0.6983 -2.3399
52 H 2.9408 -0.2369 -2.0498
53 H -0.9617 -3.0001 2.5809
54 C 0.4509 -0.2059 4.2654
55 H -1.1226 -3.9536 1.0939
56 C -0.6614 2.1930 -0.1097
57 H 3.6332 -1.0739 -0.2837
58 C -0.3847 0.5287 2.1203
59 H 1.1906 1.3187 -2.8785
60 H 0.0457 4.8888 -0.3130

***

Energies in eV, measured from the most stable structure: *one* 0.000; *two* 2.809.